(1)
Density functional theory data (ωB97M-V/def2-TZVPD) for a structure of composition C19H33N5O3PbS4.

Largest force on an atom   0.40 eV/A
Frontier orbital gap   8.264 eV
Energy above the lowest of the compared OMol25 structures with the same formula, charge and spin   1.5 kcal per mole
E_HOMO   -0.495 Ha
Net charge   +2

```
65
Properties=species:S:1:pos:R:3:mulliken_charge:R:1
Pb -0.6396 1.3282 -0.5684 1.088
S -3.2377 0.2576 0.2954 0.074
S 0.0899 1.9806 -3.4822 -0.015
S -1.1242 -1.0116 -2.2107 0.225
S -2.9494 2.7988 -1.9575 -0.050
O 1.4020 -0.1858 -0.3108 -0.638
O -0.8342 -0.5909 1.5592 -0.511
O -0.4054 -0.2763 3.6452 -0.765
N -0.6088 1.4608 2.1980 -0.169
N -0.4633 3.6641 2.7290 -0.191
N -0.6634 3.9941 1.3830 -0.484
N -0.6223 0.1406 2.5274 0.980
N -0.2769 2.1754 4.4541 -0.323
C -0.4433 2.3792 3.1542 0.458
C -3.1370 -1.4448 -0.3134 -0.847
C -4.2969 1.5787 -2.0122 -0.235
C -1.4407 -0.3887 -3.8899 -0.367
C -0.2991 0.4723 -4.4093 -0.928
C -4.6043 1.0036 -0.6361 -1.043
C 2.9067 -1.3904 1.1194 0.873
C -1.1241 3.1975 -4.0510 -0.837
C 4.8680 -4.7424 2.9504 -1.532
C 2.3005 -0.2176 0.5412 -0.393
C 4.1854 -3.5773 2.3027 0.470
C 2.4737 -2.7077 0.8197 0.855
C 3.9847 -1.1803 2.0163 0.992
C 4.5996 -2.2767 2.5859 -0.787
C -2.7702 -1.6567 -1.7745 -0.784
C 3.1251 -3.7685 1.4236 -1.072
C 4.4962 0.1925 2.3745 -1.786
C 1.3410 -3.0128 -0.1163 -0.909
C -2.5944 2.9749 -3.7341 -0.602
H 5.9511 -4.6334 2.9017 0.390
H 1.5605 -2.6762 -1.1282 0.283
H -0.1962 2.9447 5.0976 0.172
H -2.9743 2.0885 -4.2398 0.350
H 2.8013 -4.7778 1.2024 0.328
H 3.7382 0.7920 2.8825 0.327
H -5.3953 0.2568 -0.7255 0.482
H 0.6324 -0.0947 -4.4243 0.440
H -4.9906 1.7838 0.0206 0.467
H 2.6960 0.7433 0.9043 0.394
H -0.2452 1.2239 4.7915 0.211
H -0.3820 4.4049 3.4101 0.145
H 4.5949 -4.7977 4.0057 0.323
H -2.4097 -1.9152 0.3503 0.294
H -4.1001 -1.9202 -0.1194 0.601
H -2.7679 -2.7277 -1.9787 0.533
H -2.3814 0.1565 -3.8876 -0.162
H -1.0123 3.2939 -5.1328 0.454
H 4.8356 0.7481 1.4999 0.390
H -1.5532 -1.2550 -4.5436 0.485
H -5.1928 2.0680 -2.3961 0.503
H 0.4316 -2.5035 0.1994 -0.032
H 5.3428 0.1015 3.0507 0.374
H -1.5353 4.5060 1.2888 0.257
H 1.1594 -4.0865 -0.1360 0.390
H 4.5898 -5.6827 2.4798 0.367
H -0.5066 0.7578 -5.4425 0.509
H -3.1608 3.8273 -4.1112 0.513
H 5.4283 -2.1242 3.2658 0.403
H -4.0152 0.7968 -2.7147 -0.088
H 0.0972 4.5936 1.0796 0.281
H -3.5037 -1.2021 -2.4384 0.468
H -0.7738 4.1390 -3.6244 0.403
```


(2)
Density functional theory data (ωB97M-V/def2-TZVPD) for a structure of composition C19H34AlN4O2Si3.

Largest force on an atom   0.79 eV/A
Frontier orbital gap   8.792 eV
Energy above the lowest of the compared OMol25 structures with the same formula, charge and spin   0.0 kcal per mole
E_HOMO   -0.465 Ha
Net charge   +1

```
63
Properties=species:S:1:pos:R:3:mulliken_charge:R:1
Si -1.8174 -1.0299 -0.7532 -0.776
Si -1.4338 0.8102 1.7493 0.463
Si -0.5688 1.7839 -1.1405 0.510
Al 0.9230 -0.7719 0.0578 -1.480
O 2.3869 0.3133 -0.3218 -0.041
O 1.5118 -2.1630 1.0257 -0.671
N 2.4846 0.5316 4.7136 -0.458
N 0.6962 -1.7888 -1.6192 1.071
N 2.7709 -3.8223 3.7756 -0.388
N 1.6882 -1.1487 1.8989 0.391
C -3.2768 1.1758 1.6325 -1.115
C 0.8971 2.9205 -0.6674 -1.744
C -0.1382 1.2144 -2.8965 -1.099
C 3.7775 0.4165 0.1199 -0.350
C -3.3497 -0.5151 -1.7127 -1.213
C 1.3354 -3.1884 -3.4287 -1.119
C 1.6406 -2.4404 -2.3142 0.132
C 2.1460 -1.4223 3.0610 1.152
C -0.6024 -1.8674 -1.9801 0.431
C -1.2158 -0.5785 3.0269 -1.230
C 0.0063 -3.2695 -3.8325 -0.323
C -2.1968 -2.4662 0.4105 -1.065
C 2.3197 -0.3416 3.9868 -0.174
C -2.1041 2.8664 -1.1983 -1.229
C 2.4898 -2.7511 3.4740 -0.005
C -0.5096 2.3247 2.3928 -1.103
C -0.9635 -2.6092 -3.0966 -0.965
C 3.9642 1.5749 1.0754 -1.176
C -0.7360 0.3038 0.0438 1.725
H 4.4043 0.5201 -0.7641 0.449
H 4.9683 1.5425 1.4963 0.397
H -3.1064 0.0895 -2.5884 0.347
H 3.2491 1.5165 1.8964 0.232
H -2.8051 -2.1524 1.2611 0.351
H 2.1150 -3.7068 -3.9676 0.445
H 3.8426 2.5308 0.5655 0.391
H -2.0070 -2.6632 -3.3788 0.462
H -3.0182 2.2909 -1.3493 0.301
H 4.0060 -0.5351 0.5945 0.402
H -0.9094 0.5771 -3.3336 0.255
H 0.5384 2.0973 2.6058 0.257
H 1.2740 2.7685 0.3462 0.390
H -3.9094 -1.3897 -2.0506 0.462
H -3.8459 0.2859 1.3511 0.288
H -2.7391 -3.2571 -0.1108 0.451
H -2.0193 3.5807 -2.0202 0.420
H -4.0194 0.0695 -1.0789 0.381
H 0.5588 3.9576 -0.7115 0.432
H 2.0940 1.1674 -0.6972 -0.027
H -0.0322 2.0878 -3.5441 0.566
H 1.7235 2.8541 -1.3865 0.627
H -3.5049 1.9633 0.9125 0.310
H -0.2626 -3.8459 -4.7078 0.476
H 2.6581 -2.3474 -1.9545 0.532
H -2.2189 3.4400 -0.2758 0.365
H -3.6461 1.5040 2.6067 0.434
H -1.2703 -2.8998 0.7972 0.308
H -0.5455 3.1697 1.7021 0.295
H -0.5311 -0.2701 3.8201 0.405
H -2.1688 -0.8183 3.5023 0.517
H -0.9655 2.6511 3.3304 0.473
H 0.8046 0.6619 -2.9394 0.249
H -0.8368 -1.5022 2.5880 0.207
```


Here are the calculated LUMO energy numbers, same order: -5.20, -3.85 (eV).